The following is a quantum chemistry calculation of a 10-piece molecular cluster, C37H101N7O16S3 overall at a distorted geometry, from OMol25.

ORCA input file:
```
! wB97M-V def2-TZVPD RIJCOSX def2/J DEFGRID3
* xyz 0 1
C 10.276 18.460 20.779
C 11.667 17.990 20.174
O 12.472 17.763 21.292
S 13.991 17.082 21.032
C 13.551 15.344 20.867
O 14.577 17.659 19.785
O 14.700 17.233 22.323
H 10.101 19.488 20.460
H 10.234 18.448 21.868
H 9.464 17.860 20.366
H 11.433 17.077 19.627
H 12.097 18.699 19.466
H 13.220 14.965 21.834
H 14.428 14.791 20.533
H 12.857 15.241 20.033
C 12.347 9.314 14.485
C 12.001 10.846 14.496
O 13.035 11.517 13.713
S 12.901 13.159 13.564
C 13.424 13.615 15.319
O 13.938 13.607 12.630
O 11.457 13.509 13.378
H 11.483 8.661 14.612
H 13.088 9.087 15.252
H 12.898 8.943 13.621
H 11.038 11.023 14.017
H 11.864 11.133 15.539
H 13.195 14.675 15.425
H 14.494 13.408 15.366
H 12.897 12.957 16.009
C 9.971 21.497 18.070
C 9.232 22.803 17.808
O 8.498 23.159 18.965
S 8.035 24.693 19.173
C 7.119 25.032 17.585
O 7.077 24.770 20.268
O 9.256 25.529 19.117
H 10.591 21.392 18.960
H 10.666 21.295 17.255
H 9.254 20.678 18.134
H 10.024 23.466 17.461
H 8.537 22.620 16.988
H 6.593 25.984 17.655
H 6.323 24.299 17.449
H 7.761 25.075 16.705
C 14.763 22.022 17.047
O 15.617 21.127 16.331
C 16.691 21.717 15.541
C 17.125 20.805 14.399
C 17.858 19.596 14.856
N 18.054 21.437 13.469
H 14.099 22.583 16.389
H 15.208 22.859 17.585
H 14.050 21.584 17.745
H 16.355 22.688 15.177
H 17.478 21.904 16.272
H 16.230 20.487 13.865
H 18.690 19.905 15.488
H 18.161 18.997 13.997
H 17.325 18.874 15.476
H 18.970 21.474 13.894
H 17.799 22.405 13.332
C 10.254 18.632 14.315
O 9.208 18.046 13.658
C 9.422 16.906 12.886
C 8.385 15.831 13.111
C 8.477 15.174 14.463
N 8.672 14.709 12.255
H 10.969 19.120 13.652
H 10.750 17.801 14.817
H 9.926 19.421 14.991
H 9.454 17.168 11.828
H 10.390 16.517 13.200
H 7.370 16.184 12.932
H 7.820 14.318 14.619
H 8.296 15.925 15.232
H 9.472 14.806 14.714
H 9.086 14.858 11.346
H 9.320 14.020 12.609
C 13.820 17.664 12.787
O 13.260 18.169 13.993
C 14.163 18.615 14.978
C 13.566 18.548 16.397
C 13.178 17.100 16.765
N 12.416 19.390 16.500
H 14.299 16.696 12.928
H 14.540 18.299 12.271
H 13.127 17.429 11.979
H 15.121 18.100 15.049
H 14.513 19.591 14.643
H 14.208 18.998 17.155
H 14.078 16.485 16.761
H 12.375 16.742 16.120
H 12.757 17.198 17.765
H 11.820 19.087 15.743
H 12.742 20.307 16.229
C 16.967 15.267 14.245
O 16.494 15.289 15.646
C 17.512 15.528 16.504
C 16.962 15.720 18.042
C 18.092 15.764 19.045
N 15.990 14.721 18.460
H 17.579 14.392 14.029
H 17.545 16.153 13.980
H 16.059 15.213 13.645
H 18.218 14.697 16.498
H 18.069 16.410 16.188
H 16.458 16.681 18.153
H 18.834 16.547 18.884
H 18.685 14.852 18.985
H 17.717 15.993 20.043
H 15.375 14.698 17.659
H 16.435 13.816 18.401
C 13.424 18.364 9.160
O 13.159 16.976 9.202
C 11.815 16.714 9.429
C 11.570 15.162 9.541
C 12.085 14.393 8.293
N 10.167 14.874 9.572
H 13.157 19.046 9.968
H 12.880 18.860 8.356
H 14.475 18.564 8.951
H 11.356 17.212 10.283
H 11.213 17.128 8.620
H 11.963 14.803 10.492
H 11.424 14.553 7.441
H 12.220 13.341 8.543
H 13.059 14.707 7.917
H 9.744 15.248 8.734
H 10.118 13.879 9.403
C 17.836 19.236 10.627
O 17.359 18.303 9.639
C 16.904 17.087 10.180
C 16.349 16.143 9.036
C 15.682 14.940 9.724
N 17.353 15.542 8.204
H 18.427 18.768 11.416
H 17.023 19.834 11.038
H 18.466 19.995 10.164
H 17.795 16.656 10.636
H 16.095 17.248 10.893
H 15.612 16.723 8.480
H 15.304 14.200 9.019
H 14.850 15.220 10.370
H 16.433 14.402 10.303
H 17.817 16.377 7.875
H 18.055 15.065 8.751
C 14.543 21.733 11.653
O 13.825 21.697 12.835
C 13.612 23.006 13.379
C 12.382 23.056 14.315
C 11.015 23.028 13.526
N 12.387 24.367 14.952
H 15.511 22.231 11.598
H 13.934 22.119 10.836
H 14.623 20.686 11.359
H 14.508 23.204 13.968
H 13.627 23.750 12.583
H 12.324 22.190 14.974
H 10.168 22.832 14.183
H 11.036 22.193 12.825
H 10.764 23.919 12.950
H 11.474 24.623 15.299
H 13.059 24.565 15.679
*
```

The frontier orbital gap is 0.3057 hartree. The highest occupied orbital energy comes out at -8.21 eV. For the LUMO energy, the calculation gives 0.004 hartree. As for the SMILES: CCOS(C)(=O)=O.CCOS(C)(=O)=O.CCOS(C)(=O)=O.COC[C@H](C)N.COC[C@H](C)N.COC[C@H](C)N.COC[C@H](C)N.COC[C@H](C)N.COC[C@H](C)N.COC[C@H](C)N.

Mulliken population analysis, charges in e, atoms 1 to 8:
1 C -1.11
2 C 0.66
3 O -0.45
4 S 1.03
5 C -0.78
6 O -0.41
7 O -0.66
8 H 0.17